one | The following is a DFT calculation (ωB97M-V/def2-TZVPD) of 2 unconnected molecules or ions with the total composition C2H3O2S2.

## Properties
LUMO level (spin up / spin down) in eV: 3.66 / 3.66
E_HOMO (spin up / spin down) in eV: -3.0 / -3.0
Total charge: -1
Kohn-Sham gap (spin up / spin down) in eV: 6.699 / 6.698

Element x y z (Å)
C  -0.48  2.70  -0.58
O  2.62  1.32  0.17
S  2.37  -0.16  0.35
H  0.37  0.53  -0.77
S  0.54  -1.96  -1.30
O  -1.67  2.78  -0.44
H  0.32  2.46  0.25
C  1.02  -0.49  -0.67
H  0.02  2.94  -1.58

two | The following is a DFT calculation (ωB97M-V/def2-TZVPD) of 2 unconnected molecules or ions with the total composition C2H3O2S2.

## Properties
LUMO level (spin up / spin down) in eV: 3.09 / 3.31
E_HOMO (spin up / spin down) in eV: -3.9 / -3.4
Total charge: -1
Kohn-Sham gap (spin up / spin down) in eV: 7.040 / 6.749

Element x y z (Å)
O  1.78  1.25  1.34
H  -1.78  -1.13  0.32
S  1.95  0.62  0.04
H  -1.58  -0.16  -1.21
C  -1.84  -0.20  -0.06
C  0.57  -0.62  0.19
S  1.06  -2.11  -0.06
H  -1.66  0.78  0.46
O  1.51  1.57  -1.02

Least stable structure: two

one | The following is a DFT calculation (ωB97M-V/def2-TZVPD) of a single C4H10ClN molecule.

## Properties
LUMO level in eV: 0.87
E_HOMO in eV: -9.6
Kohn-Sham gap in eV: 10.502
Structure (SMILES): C[C@H](N)[C@@H](C)Cl

Element x y z (Å)
H  1.01  0.22  1.90
C  0.47  -0.54  0.09
H  -1.14  1.79  -0.15
C  0.57  0.72  -0.74
C  0.00  1.91  -0.01
Cl  -1.28  -1.07  0.69
H  1.40  -1.50  1.74
H  0.22  1.84  1.06
H  1.70  0.81  -0.83
H  0.18  1.29  -2.69
H  0.58  -1.52  -0.54
H  0.38  -0.30  -2.55
H  0.37  2.87  -0.39
C  1.43  -0.52  1.29
N  -0.04  0.52  -2.05
H  2.57  -0.47  1.20

two | The following is a DFT calculation (ωB97M-V/def2-TZVPD) of a single C4H10ClN molecule.

## Properties
LUMO level in eV: 1.03
E_HOMO in eV: -9.0
Kohn-Sham gap in eV: 10.016
Structure (SMILES): CNC[C@@H](C)Cl

Element x y z (Å)
H  0.29  0.12  -1.18
H  2.85  0.28  0.29
H  0.47  1.17  0.31
C  0.16  0.12  -0.12
H  -1.27  -0.25  1.44
H  -1.75  1.94  0.13
H  2.42  -0.31  -1.20
H  -2.29  0.91  -1.28
C  2.38  -0.57  -0.20
H  1.05  -1.10  1.26
H  -3.16  0.89  0.36
C  -1.29  -0.11  0.37
Cl  -1.85  -1.73  -0.14
H  3.06  -1.45  -0.16
C  -2.16  0.98  -0.14
N  1.08  -0.92  0.25

Least stable structure: one

one | The following is a DFT calculation (ωB97M-V/def2-TZVPD) of 2 unconnected molecules or ions with the total composition C4H10ClN.

## Properties
LUMO level in eV: 0.82
E_HOMO in eV: -10.5
Kohn-Sham gap in eV: 11.324
Structure (SMILES): [H]/N=C(/C)CC.Cl

Element x y z (Å)
H  -0.49  1.54  -1.08
Cl  -2.75  -0.95  2.21
H  2.39  1.71  -1.07
C  0.32  0.74  -0.95
C  -0.71  -1.64  -0.43
H  0.50  0.28  -1.93
H  0.48  0.54  1.63
H  -1.73  -1.84  -0.02
H  -1.56  -0.76  1.91
H  -0.02  -2.44  -0.18
H  -0.93  -1.65  -1.54
C  -0.18  -0.26  0.05
H  2.03  1.00  0.50
N  -0.07  -0.28  1.32
C  1.55  1.52  -0.38
H  1.19  2.49  -0.03

two | The following is a DFT calculation (ωB97M-V/def2-TZVPD) of a single C4H10ClN molecule.

## Properties
LUMO level in eV: 1.04
E_HOMO in eV: -9.3
Kohn-Sham gap in eV: 10.337
Structure (SMILES): C[C@H](CN)CCl

Element x y z (Å)
C  0.23  -0.67  0.07
C  0.89  0.36  1.02
H  2.66  0.60  1.90
H  2.86  0.68  0.25
H  0.43  0.22  2.00
H  1.42  -2.50  0.57
C  -1.21  -0.22  -0.12
H  -0.25  -2.72  -0.24
C  0.36  -2.12  0.45
H  -1.88  -0.97  -0.49
H  0.74  -0.44  -0.87
Cl  -1.34  1.20  -1.29
H  0.64  1.40  0.67
N  2.32  0.19  1.04
H  -1.54  0.17  0.83
H  -0.07  -2.26  1.39

Least stable structure: one

one | The following is a DFT calculation (ωB97M-V/def2-TZVPD) of a single C6H14N2 molecule.

## Properties
LUMO level in eV: 1.08
E_HOMO in eV: -8.1
Kohn-Sham gap in eV: 9.180
Structure (SMILES): [H]/N=N/C(C)(C)C(C)C

Element x y z (Å)
C  -0.69  0.41  0.54
H  -1.73  0.09  -1.26
H  -2.88  0.43  0.17
H  -0.89  0.31  1.68
C  -0.42  1.90  0.25
N  2.32  1.11  0.27
H  -0.16  -1.95  1.63
H  0.01  -0.99  -1.92
H  1.49  -1.34  -1.60
H  -0.02  2.41  1.15
H  1.19  -2.32  0.68
H  3.07  1.68  0.72
H  0.27  1.95  -0.62
C  -1.95  -0.07  -0.14
C  0.24  -1.94  0.65
H  -1.43  2.34  0.06
H  1.09  0.32  -1.85
N  1.90  0.20  0.89
H  -2.22  -1.07  0.01
C  0.74  -0.63  -1.31
C  0.49  -0.50  0.17
H  -0.41  -2.34  -0.17

two | The following is a DFT calculation (ωB97M-V/def2-TZVPD) of a single C6H14N2 molecule.

## Properties
LUMO level in eV: 0.92
E_HOMO in eV: -7.8
Kohn-Sham gap in eV: 8.672
Structure (SMILES): C/C(=C/N)CCCN

Element x y z (Å)
H  -0.42  -2.51  -1.28
H  -0.87  -1.26  1.56
C  -1.98  0.83  0.99
C  0.20  1.61  0.40
H  0.66  -0.82  2.18
H  1.62  2.27  -0.89
H  -1.04  0.00  -1.36
H  -0.36  2.51  0.14
C  0.09  -0.79  1.23
N  -0.48  -0.59  -1.96
H  -2.24  1.70  0.40
C  -0.48  0.56  0.93
H  0.96  -2.02  -2.03
H  0.12  0.07  -2.44
C  0.89  -1.51  0.14
N  1.52  1.67  -0.09
H  1.98  0.79  -0.27
H  1.11  -2.54  0.45
H  -2.41  0.96  1.98
H  1.87  -1.07  0.13
C  0.26  -1.62  -1.24
H  -2.45  -0.08  0.60

Least stable structure: one

one | The following is a DFT calculation (ωB97M-V/def2-TZVPD) of 2 unconnected molecules or ions with the total composition C6H14N2.

## Properties
LUMO level in eV: 0.98
E_HOMO in eV: -8.5
Kohn-Sham gap in eV: 9.437
Structure (SMILES): C=C=N.CCCNC

Element x y z (Å)
C  1.10  -0.16  -0.52
N  -2.30  -1.22  -0.64
H  0.99  2.62  -0.13
H  -1.94  -3.79  1.14
C  0.45  0.93  -1.39
C  0.05  0.58  1.57
H  -1.77  -0.99  -1.47
C  -1.85  -1.94  0.22
H  0.59  3.04  -1.80
H  0.96  1.10  1.92
H  -0.61  0.97  -1.16
H  1.20  -1.09  -1.09
C  -1.63  -2.75  1.20
H  -0.61  1.31  1.10
N  0.31  -0.50  0.65
H  2.12  0.17  -0.25
H  0.56  0.66  -2.44
H  -1.13  -2.45  2.10
H  0.78  -1.25  1.15
C  1.08  2.30  -1.17
H  2.14  2.28  -1.43
H  -0.48  0.18  2.44

two | The following is a DFT calculation (ωB97M-V/def2-TZVPD) of a single C6H14N2 molecule.

## Properties
LUMO level in eV: 1.00
E_HOMO in eV: -8.3
Kohn-Sham gap in eV: 9.327
Structure (SMILES): CCC/C(CC)=N/N

Element x y z (Å)
H  -0.27  1.54  -2.08
C  -0.46  1.11  0.70
C  -1.58  1.69  -0.19
H  -0.88  3.02  -1.66
C  -0.46  -2.18  0.75
H  -1.15  -1.72  1.49
N  2.41  -1.03  0.32
C  -1.21  2.00  -1.62
H  0.21  1.82  1.12
H  0.44  -1.82  -1.17
H  -1.03  -3.07  0.28
C  0.33  -0.04  0.17
H  2.02  -1.97  0.65
H  -2.00  1.87  -2.37
H  -2.02  2.60  0.28
H  0.40  -2.56  1.28
H  3.12  -0.80  1.05
H  -1.04  0.69  1.61
N  1.54  0.04  0.32
C  -0.26  -1.34  -0.43
H  -2.42  1.02  -0.16
H  -1.12  -1.16  -1.12

Least stable structure: two

one | The following is a DFT calculation (ωB97M-V/def2-TZVPD) of 2 unconnected molecules or ions with the total composition C6H14N2.

## Properties
LUMO level in eV: 0.90
E_HOMO in eV: -9.1
Kohn-Sham gap in eV: 10.020
Structure (SMILES): C/C=C/C.C/N=C\N

Element x y z (Å)
H  -0.77  2.31  2.23
C  -1.71  0.05  0.12
H  -1.22  -0.76  0.66
H  3.35  -1.62  -0.17
C  -2.16  -0.24  -1.28
H  -1.32  -0.48  -1.93
H  -1.01  0.59  2.61
H  -2.83  -1.10  -1.29
H  2.95  -2.64  -1.57
H  -2.37  2.02  0.22
H  0.57  0.49  -1.08
C  1.42  -0.13  -0.80
C  -1.47  1.47  2.17
C  -1.87  1.21  0.75
H  2.08  0.97  0.75
H  -2.33  1.76  2.77
N  2.46  0.60  -0.11
C  2.56  -2.18  -0.66
H  -2.69  0.62  -1.70
H  2.22  -2.99  -0.01
N  1.41  -1.36  -1.03
H  2.71  1.42  -0.66

two | The following is a DFT calculation (ωB97M-V/def2-TZVPD) of a single C6H14N2 molecule.

## Properties
LUMO level in eV: 1.05
E_HOMO in eV: -7.7
Kohn-Sham gap in eV: 8.794
Structure (SMILES): C=C(C[C@@H](C)N)NC

Element x y z (Å)
H  -1.19  1.14  0.85
H  -1.57  -2.34  -1.20
H  0.83  1.04  -1.08
C  0.83  2.48  0.51
C  -1.20  -0.50  -0.47
H  2.79  0.70  0.09
C  0.75  1.04  0.00
H  0.11  -2.13  1.22
H  0.43  -3.06  -0.31
H  2.12  0.30  1.42
H  1.04  2.65  1.55
H  1.54  3.05  -0.11
H  -0.08  3.01  0.22
C  -1.62  0.01  -1.64
H  -0.25  -0.31  1.39
C  -0.31  -2.67  0.38
H  -2.01  -0.62  -2.43
H  -0.79  -3.51  0.90
N  -1.37  -1.91  -0.31
H  -1.47  1.04  -1.94
C  -0.51  0.33  0.57
N  1.93  0.26  0.42

Least stable structure: one